An isolated molecule of C7H13N3O4 at a distorted geometry. Source: the OMol25 dataset; level of theory: wB97M-V/def2-TZVPD.

Positions of all 27 atoms, in Å:
C 1.19176 1.00071 2.49559
C 1.22265 -0.68453 1.63715
N -0.04431 -1.27786 1.32237
C -0.82165 -0.58779 0.41669
O -2.02096 -0.56264 0.63127
C -0.26405 0.06272 -0.83134
N 0.46372 -1.02191 -1.46157
C -1.20387 1.14122 -1.58935
C -2.23369 0.78875 -2.69578
N -2.30354 1.53040 -3.84240
O -3.07585 -0.08461 -2.54813
C 1.73000 -1.59051 2.68974
O 1.16226 -1.97630 3.69215
O 3.07749 -1.87904 2.38586
H 0.30500 1.08429 3.25156
H 2.28117 0.97706 2.78774
H 1.11512 1.58180 1.61225
H 1.78447 -0.39475 0.64496
H -0.57995 -1.51582 2.22893
H 0.56157 0.68681 -0.52092
H 1.39307 -0.68179 -1.81530
H -0.08929 -1.29283 -2.26046
H -1.95858 1.53423 -0.88623
H -0.53707 2.05399 -1.78889
H -1.82109 2.38757 -4.17942
H -2.71640 0.99349 -4.49700
H 3.38201 -2.27267 3.12053

Atoms 1-2, force components in eV/Å:
C 0.088 -3.954 -0.333
C -0.841 2.819 0.011

structure (SMILES) = C[C@H](NC(=O)[C@@H](N)CC(N)=O)C(=O)O
spin multiplicity = 1
frontier orbital gap = 9.381 eV
relative energy (zero: lowest compared OMol25 entry of this formula, charge and spin) = 4.159 eV

A 2-piece molecular cluster, C7H13N4S overall at a distorted geometry. Source: the OMol25 dataset; level of theory: wB97M-V/def2-TZVPD.

Positions of all 25 atoms, in Å:
C -4.28267 -0.32979 0.16222
C -1.04319 0.04181 -2.06212
C 0.65744 -1.38504 0.69033
C 1.99641 0.66408 -0.07931
C -0.41067 1.00666 0.69462
C 0.13076 -0.22126 -1.47521
C 0.53811 0.01105 -0.00821
N -4.16474 1.77298 0.06206
N -5.50206 0.17249 -0.18380
N -5.40201 1.45493 -0.21537
N -3.42643 0.66204 0.21969
S -3.85781 -1.93706 0.68870
H -2.47128 -1.56226 0.60427
H -1.65656 0.73233 -1.55960
H -1.42439 -0.00887 -3.04753
H -0.27588 -1.47061 1.35741
H 0.74301 -2.04223 -0.08177
H 1.54613 -1.42808 1.39707
H 2.63653 0.06194 -0.74432
H 2.52115 0.61899 0.96657
H 1.88437 1.66828 -0.55694
H -0.09353 1.10818 1.72030
H -1.44553 0.61540 0.57701
H -0.23180 1.99181 0.03597
H 0.94361 -0.71992 -1.99784

Atoms 1-2, force components in eV/Å:
C -1.570 1.690 -0.928
C 1.324 1.231 1.097

net charge = -1
spin multiplicity = 1
frontier orbital gap = 7.403 eV
relative energy (zero: lowest compared OMol25 entry of this formula, charge and spin) = 0.000 eV

A 3-piece molecular cluster, C7H13NO overall. Source: the OMol25 dataset; level of theory: wB97M-V/def2-TZVPD.

Positions of all 22 atoms, in Å:
C -0.33120 0.80146 0.65994
C -0.57417 -0.11080 -0.33892
C -0.07008 -1.51835 -0.43183
C 1.40076 0.90376 -1.13812
N 1.30301 0.75099 -2.51472
C -2.31701 -0.35028 1.00906
C 2.54601 1.13057 -0.48851
C -2.31716 -0.79894 2.25036
O 0.43460 0.60236 1.71243
H 0.95949 -0.20496 1.59955
H -0.76001 1.79075 0.62381
H -1.17435 0.25826 -1.15601
H 2.08585 1.08834 -3.07181
H 0.42121 1.01094 -2.92886
H -3.22176 -0.23933 0.41414
H 0.58464 -1.61020 -1.29794
H -0.91260 -2.20149 -0.54307
H 0.48663 -1.82818 0.45387
H 2.58849 1.22235 0.58978
H 3.49500 1.28450 -1.01153
H -1.40454 -0.85968 2.84173
H -3.22283 -1.12207 2.76665

Atoms 1-2, force components in eV/Å:
C 0.109 0.002 0.509
C -0.169 -0.237 -0.087

spin multiplicity = 1
frontier orbital gap (alpha / beta) = 7.376 / 7.312 eV
relative energy (zero: lowest compared OMol25 entry of this formula, charge and spin) = 7.376 eV

An isolated molecule of C7H13NO at a distorted geometry. Source: the OMol25 dataset; level of theory: wB97M-V/def2-TZVPD.

Positions of all 22 atoms, in Å:
C -0.62957 -1.11113 -1.92603
C 0.27039 -0.27955 -1.47561
C 1.17536 -0.58606 -0.16849
C 2.42470 0.28079 -0.25964
N 0.56126 -0.41271 1.16058
C -0.82316 -0.24345 0.98399
C -1.66705 -1.28012 0.83467
C -1.32743 1.18548 0.85959
O -0.25400 2.09279 1.04950
H -0.97272 -1.92538 -1.19410
H -1.24129 -0.97597 -2.80030
H 0.46568 0.69836 -1.88377
H 1.43532 -1.64797 -0.25563
H 3.11120 0.04000 0.55143
H 2.14891 1.33191 -0.19052
H 2.94498 0.10355 -1.19973
H 0.92732 0.44129 1.57388
H -1.33732 -2.27697 1.07340
H -2.73160 -1.10948 0.81899
H -2.12147 1.35843 1.59970
H -1.76810 1.32523 -0.13880
H -0.59138 2.99100 0.98688

Atoms 1-2, force components in eV/Å:
C -1.375 -1.759 1.311
C 1.750 0.417 2.207

structure (SMILES) = C=C[C@@H](C)NC(=C)CO
spin multiplicity = 1
frontier orbital gap = 9.001 eV
relative energy (zero: lowest compared OMol25 entry of this formula, charge and spin) = 2.873 eV

A 2-piece molecular cluster, C7H13NO overall. Source: the OMol25 dataset; level of theory: wB97M-V/def2-TZVPD.

Positions of all 22 atoms, in Å:
C -2.37015 1.24162 0.87586
C -1.24768 1.26126 1.88815
C 0.12700 1.42748 1.25245
C 0.60884 0.26796 0.43148
C 0.48524 -1.11720 0.74576
C 1.23004 -1.83027 -0.15126
N 1.83587 -0.92098 -0.97485
C 1.45782 0.34937 -0.63887
H -1.98310 0.83395 -0.06719
H -2.69922 2.23863 0.56599
H -3.20470 0.66718 1.26358
H -1.34112 2.08618 2.58822
H -1.22329 0.31959 2.41704
H 0.18272 2.33624 0.64945
H 0.82891 1.63400 2.07340
H -0.17107 -1.52212 1.50225
H 1.52284 -2.85274 -0.28991
H 2.42582 -1.14789 -1.75759
H 1.78972 1.19897 -1.20736
O -1.15165 -0.83043 -2.77345
H -1.69563 -0.90999 -1.98308
H -0.22615 -0.84803 -2.51741

Atoms 1-2, force components in eV/Å:
C 0.195 0.284 -0.652
C 0.590 0.354 -0.487

structure (SMILES) = CCCc1cc[nH]c1.O
spin multiplicity = 1
frontier orbital gap = 9.287 eV
relative energy (zero: lowest compared OMol25 entry of this formula, charge and spin) = 0.488 eV

An isolated molecule of C7H13NO at a distorted geometry. Source: the OMol25 dataset; level of theory: wB97M-V/def2-TZVPD.

Positions of all 22 atoms, in Å:
C -1.37212 -0.52802 -1.12055
C 0.59148 0.69197 0.15889
C -1.01531 0.28326 0.03018
C 1.39094 -0.60059 0.20142
C 1.10394 1.73661 -0.85840
C -1.94375 0.39474 1.22075
C 1.39767 -1.55670 1.37227
N -2.59293 -0.82397 -1.47402
O 1.89531 -0.99868 -0.97973
H -0.59570 -0.67727 -1.81884
H 0.59859 1.07069 1.18838
H 0.69393 1.65729 -1.96180
H 2.21000 1.90649 -0.79590
H 0.60157 2.61907 -0.53301
H -1.30958 0.61881 2.11332
H -2.52097 -0.45874 1.33581
H -2.65224 1.25212 1.16203
H 0.32262 -1.75825 1.67182
H 1.85735 -0.97017 2.17917
H 2.09866 -2.34327 1.01182
H -2.59100 -1.22727 -2.36515
H 1.83157 -0.28812 -1.73846

Atoms 1-2, force components in eV/Å:
C -1.273 1.645 0.709
C -1.684 -1.530 0.414

spin multiplicity = 1
frontier orbital gap (alpha / beta) = 8.236 / 6.143 eV
relative energy (zero: lowest compared OMol25 entry of this formula, charge and spin) = 4.540 eV

An isolated molecule of C7H13NO. Source: the OMol25 dataset; level of theory: wB97M-V/def2-TZVPD.

Positions of all 22 atoms, in Å:
C -0.01967 -0.27921 2.32592
C 0.81297 0.26538 1.45459
C 1.16352 -0.35036 0.15793
C 2.47107 -1.09193 0.17857
C 0.42581 -0.27235 -0.93990
C -0.88103 0.47385 -1.11419
C -2.05409 -0.39577 -0.62032
N -0.95113 1.76412 -0.44061
O -1.00353 0.72567 -2.49803
H -0.22476 0.16924 3.28521
H -0.53359 -1.20360 2.10687
H 1.35294 1.17571 1.70511
H 2.50536 -1.76929 1.02739
H 3.30054 -0.38952 0.28054
H 2.60338 -1.65634 -0.74937
H 0.75592 -0.75673 -1.84741
H -2.08901 -0.38986 0.46067
H -1.93471 -1.41002 -0.97355
H -2.98885 0.00073 -1.00616
H -0.16755 2.33898 -0.74754
H -0.87348 1.63063 0.56445
H -1.67010 1.42067 -2.61017

Atoms 1-2, force components in eV/Å:
C -0.114 0.002 0.147
C 0.111 0.117 0.040

structure (SMILES) = C=C/C(C)=C\[C@@](C)(N)O
spin multiplicity = 1
frontier orbital gap = 10.199 eV
relative energy (zero: lowest compared OMol25 entry of this formula, charge and spin) = 1.336 eV

An isolated molecule of C7H13NO2S2 at a distorted geometry. Source: the OMol25 dataset; level of theory: wB97M-V/def2-TZVPD.

Positions of all 25 atoms, in Å:
C -2.88327 1.08418 1.38746
C -1.37215 0.79747 1.30258
C -0.88520 -0.30444 0.41395
S -0.62201 -1.83412 1.42120
S 0.30247 -2.82492 -0.10186
C 0.75236 -1.38300 -1.14201
C 2.12372 -1.54688 -1.68467
C 0.55295 -0.07466 -0.25081
N 1.52818 0.28934 0.77068
C 0.42742 1.13020 -1.27721
O 0.06812 1.08625 -2.41584
O 0.98638 2.25450 -0.69050
H -3.53514 0.28842 1.71635
H -3.28519 1.45571 0.56565
H -3.06073 1.99227 1.99810
H -1.06017 0.69490 2.38250
H -0.93258 1.77705 0.97221
H -1.55436 -0.83601 -0.36741
H -0.09152 -1.28123 -1.86151
H 2.82878 -1.80185 -0.96067
H 2.56061 -0.73836 -2.13130
H 2.24338 -2.21986 -2.50200
H 1.27374 -0.07460 1.69138
H 2.47889 0.04810 0.49054
H 1.15530 2.02155 0.27319

Atoms 1-2, force components in eV/Å:
C 1.329 -0.246 3.293
C -0.777 1.956 1.064

structure (SMILES) = CC[C@@H]1SS[C@H](C)[C@@]1(N)C(=O)O
spin multiplicity = 1
frontier orbital gap = 8.708 eV
relative energy (zero: lowest compared OMol25 entry of this formula, charge and spin) = 0.000 eV

A 2-piece molecular cluster, C7H13NO5PS overall at a distorted geometry. Source: the OMol25 dataset; level of theory: wB97M-V/def2-TZVPD.

Positions of all 28 atoms, in Å:
C 2.91417 -0.75283 -1.26513
C -1.61224 1.09315 -0.18604
C -0.87766 0.03415 -1.10120
C -1.62043 0.58387 1.25707
C 0.49223 -0.69548 0.74943
C 0.56321 0.04951 -0.58990
C 1.41247 -0.75029 -1.56493
N -0.34741 0.04723 1.69940
O 4.00042 0.91075 1.47232
O 3.05609 2.64828 -0.10055
O 5.24618 1.54383 -0.70993
O 4.80162 -1.61273 0.30192
O 2.64333 -2.83804 0.35768
P 3.90671 1.43792 -0.08402
S 3.37062 -1.63180 0.05838
H -1.07410 2.02908 -0.29494
H -2.73119 1.30197 -0.47415
H -1.24556 -0.97926 -1.03419
H -0.98749 0.35978 -2.10042
H -1.79626 1.39479 1.91240
H -2.56813 -0.05623 1.28744
H 0.11715 -1.67217 0.43063
H 1.44886 -0.95953 1.24171
H 1.03244 1.05671 -0.41709
H 1.18270 -1.79926 -1.58321
H 1.30543 -0.42662 -2.62818
H 4.71113 0.36477 1.41638
H -0.46482 -0.70139 2.44438

Atoms 1-2, force components in eV/Å:
C 0.013 2.189 2.354
C -1.586 -0.937 -0.754

net charge = -1
spin multiplicity = 1
frontier orbital gap (alpha / beta) = 7.941 / 7.940 eV
relative energy (zero: lowest compared OMol25 entry of this formula, charge and spin) = 1.918 eV

A 2-piece molecular cluster, C7H13O overall at a distorted geometry. Source: the OMol25 dataset; level of theory: wB97M-V/def2-TZVPD.

Positions of all 21 atoms, in Å:
C 0.42133 -1.58837 3.08299
O 0.19405 -2.84735 3.61113
C 0.17522 -1.34711 1.56937
C -0.30516 0.03668 1.14318
C -0.66041 -0.00645 -0.38697
C 0.43446 2.16151 -3.57764
C -0.25357 1.06099 -2.82916
C -0.18942 0.88775 -1.39644
H 1.42317 -1.09452 3.31229
H -0.27123 -0.83631 3.58620
H -0.53643 -2.05354 1.13811
H 1.14319 -1.64647 1.09951
H 0.56429 0.61231 1.43241
H -1.14989 0.34504 1.78595
H -1.43516 -0.71899 -0.64277
H -1.41335 -2.00549 2.81934
H -0.13996 2.62970 -4.38879
H 1.37556 1.76942 -3.98421
H 0.70512 2.93417 -2.82189
H -0.80658 0.36022 -3.50541
H 0.72478 1.34679 -1.04719

Atoms 1-2, force components in eV/Å:
C -0.402 3.067 0.797
O -1.700 0.853 -1.328

net charge = -1
spin multiplicity = 1
frontier orbital gap = 3.071 eV
relative energy (zero: lowest compared OMol25 entry of this formula, charge and spin) = 7.158 eV

A 2-piece molecular cluster, C7H13O overall at a distorted geometry. Source: the OMol25 dataset; level of theory: wB97M-V/def2-TZVPD.

Positions of all 21 atoms, in Å:
C 2.19471 -0.78196 -2.01493
O 1.76922 -0.49318 -3.23021
C 1.56429 0.12162 -0.88596
C 0.40708 -0.38180 -0.03800
C -0.01583 0.58473 1.04161
C -2.38680 1.08341 0.52637
C -1.46275 0.33195 1.26374
C -1.84113 -0.65695 2.14427
H 1.96368 -1.91490 -1.81810
H 3.27636 -0.80756 -1.72831
H 2.38918 0.38959 -0.17975
H 1.28149 1.06682 -1.37595
H -0.43979 -0.70693 -0.64606
H 0.83252 -1.29086 0.40694
H 0.11171 1.62707 0.74240
H 0.44676 0.49504 2.02959
H -3.37290 0.65914 0.38867
H -2.17169 1.99208 -0.00798
H -0.62249 1.03739 -1.37487
H -1.07531 -1.30860 2.54174
H -2.84832 -1.04610 2.21478

Atoms 1-2, force components in eV/Å:
C -1.291 -1.853 0.627
O 0.414 0.651 -0.537

net charge = -1
spin multiplicity = 1
frontier orbital gap = 4.064 eV
relative energy (zero: lowest compared OMol25 entry of this formula, charge and spin) = 6.025 eV

The following E values (in eV) correspond, in order, to the records above: -20127.9815; -24263.8801; -11000.3772; -11004.8797; -11007.2649; -11003.2130; -11006.4169; -34724.9308; -39321.1261; -9509.2573; -9510.3901.